# 1
Here is C3H4N2O in the gas phase from the Open Molecules 2025 dataset. Energies are from wB97M-V/def2-TZVPD.

Last column: Mulliken charge in e.
CARTESIAN COORDINATES (ANGSTROEM)
H1 -0.506 0.930 -1.634  0.269
C1 0.873 -0.802 0.656  -0.074
N1 -0.335 -0.901 1.044  -0.432
H2 -1.061 0.994 0.682  0.312
O1 1.797 1.100 -0.585  -0.552
C2 -1.094 0.015 0.181  -0.384
N2 -0.285 0.147 -1.032  -0.358
C3 0.975 0.229 -0.443  0.551
H3 -2.122 -0.301 0.017  0.305
H4 1.704 -1.318 1.132  0.361

The value obtained for the highest occupied orbital energy is -9.99 eV. The electronic energy is -8202.674 eV. The calculation puts the relative energy (zero: lowest compared OMol25 entry of this formula, charge and spin) at 27.94 kcal/mol. The HOMO-LUMO gap is 0.384 Ha. As for the net charge: 0.

# 2
Here is C3H4N2O in the gas phase at a distorted geometry from the Open Molecules 2025 dataset. Energies are from wB97M-V/def2-TZVPD.

Last column: Mulliken charge in e.
CARTESIAN COORDINATES (ANGSTROEM)
N1 0.952 1.387 0.015  -0.569
H1 -2.656 -0.214 -0.607  0.230
N2 -2.093 0.390 -0.020  -0.283
C1 -0.822 0.127 0.240  0.176
H2 1.658 -1.859 0.202  0.343
C2 1.136 -0.953 -0.047  -0.477
H3 -2.401 1.338 0.116  0.255
H4 2.761 0.419 0.021  0.372
C3 1.680 0.351 -0.021  0.220
O1 -0.214 -0.988 0.102  -0.265

The value obtained for the highest occupied orbital energy (spin up / spin down) is -7.17 / -7.16 eV. The electronic energy is -8198.556 eV. The calculation puts the relative energy (zero: lowest compared OMol25 entry of this formula, charge and spin) at 122.90 kcal/mol. The HOMO-LUMO gap (spin up / spin down) is 0.268 / 0.268 Ha. As for the net charge: 0.

# 3
Here is C3H4N2O in the gas phase at a distorted geometry from the Open Molecules 2025 dataset. Energies are from wB97M-V/def2-TZVPD.

Last column: Mulliken charge in e.
CARTESIAN COORDINATES (ANGSTROEM)
O1 0.268 1.045 -1.067  -0.259
H1 -1.039 -1.850 -0.692  0.341
H2 -1.313 -0.074 -1.780  0.285
C1 0.080 -0.553 0.533  -0.050
N1 0.793 1.671 1.140  -0.695
C2 -0.413 -0.988 -0.555  -0.486
N2 -0.289 -0.132 -1.579  -0.130
H3 0.618 -1.116 1.541  0.141
H4 0.975 1.143 2.098  0.242
C3 0.320 0.855 0.360  0.611

The value obtained for the highest occupied orbital energy is -9.07 eV. The electronic energy is -8199.441 eV. The calculation puts the relative energy (zero: lowest compared OMol25 entry of this formula, charge and spin) at 102.50 kcal/mol. The HOMO-LUMO gap is 0.358 Ha. As for the net charge: 0.

# 4
Here is C3H4N2O in the gas phase at a distorted geometry from the Open Molecules 2025 dataset. Energies are from wB97M-V/def2-TZVPD.

Last column: Mulliken charge in e.
CARTESIAN COORDINATES (ANGSTROEM)
H1 0.349 0.969 0.872  0.234
C1 0.695 -0.028 0.572  -0.341
H2 1.132 -0.578 1.410  0.338
C2 1.712 0.229 -0.464  0.255
N1 2.495 0.537 -1.257  -0.389
H3 -2.412 -0.334 -0.654  0.362
O1 -1.358 1.377 -0.339  -0.546
N2 -0.498 -0.671 0.082  -0.158
H4 -0.627 -1.671 0.113  0.207
C3 -1.488 0.170 -0.335  0.038

The value obtained for the highest occupied orbital energy is -10.68 eV. The electronic energy is -8203.070 eV. The calculation puts the relative energy (zero: lowest compared OMol25 entry of this formula, charge and spin) at 18.81 kcal/mol. The HOMO-LUMO gap is 0.412 Ha. As for the net charge: 0.

# 5
Here is 2 unconnected molecules or ions with the total composition C3H4N2O at a distorted geometry from the Open Molecules 2025 dataset. Energies are from wB97M-V/def2-TZVPD.

Last column: Mulliken charge in e.
CARTESIAN COORDINATES (ANGSTROEM)
N1 0.281 -1.439 -0.464  -0.441
C1 0.086 -0.132 -1.059  0.309
H1 1.060 0.488 -1.266  0.289
H2 0.227 2.411 1.517  0.271
O1 -0.819 -0.142 -2.156  -0.150
H3 1.208 -1.796 -0.159  0.193
H4 -0.536 -1.979 -0.216  0.169
N2 -0.225 0.652 2.745  -0.339
C2 0.018 1.603 2.164  0.071
C3 -1.299 0.332 -1.106  -0.371

The value obtained for the highest occupied orbital energy is -8.74 eV. The electronic energy is -8198.695 eV. The calculation puts the relative energy (zero: lowest compared OMol25 entry of this formula, charge and spin) at 119.70 kcal/mol. The HOMO-LUMO gap is 0.346 Ha. As for the net charge: 0.

# 6
Here is a molecular structure, C3H4N2O from the Open Molecules 2025 dataset. Energies are from wB97M-V/def2-TZVPD.

Last column: Mulliken charge in e.
CARTESIAN COORDINATES (ANGSTROEM)
H1 -0.224 2.438 0.214  0.331
N1 -0.469 -2.014 0.349  -0.646
H2 0.285 -1.230 1.997  0.262
O1 -0.467 2.063 -0.646  -0.472
C1 -0.509 -0.322 -1.245  -0.520
C2 -0.257 0.731 -0.552  0.533
C3 0.583 0.073 0.440  -0.511
H3 1.630 0.324 0.595  0.372
N2 0.139 -1.147 0.977  0.283
H4 -0.700 -0.902 -2.126  0.368

The value obtained for the highest occupied orbital energy is -7.48 eV. The electronic energy is -8196.400 eV. The calculation puts the relative energy (zero: lowest compared OMol25 entry of this formula, charge and spin) at 172.61 kcal/mol. The HOMO-LUMO gap is 0.278 Ha. As for the net charge: 0.

- What is the electronic energy in the second record?
  -8198.556 eV

- What is the electronic energy in the fifth record?
  -8198.695 eV

- The lowest electronic energy belongs to which entry?
  number 4